(1)
{"formula": "C5H11N", "method": "the ωB97M-V functional and the def2-TZVPD basis", "total_energy_ha": -251.80124, "fmax_ev_per_a": 0.54, "species": ["C", "C", "N", "C", "C", "C", "H", "H", "H", "H", "H", "H", "H", "H", "H", "H", "H"], "xyz": [[1.0079, -1.0317, 1.5897], [1.4596, -0.0266, 0.5380], [0.4209, 0.3168, -0.3766], [-0.0207, 1.5224, -0.9681], [-0.9705, 0.5520, -0.3282], [-1.7247, -0.4854, -1.1263], [1.8801, -1.4832, 2.0707], [0.3966, -0.5653, 2.3677], [0.4311, -1.8416, 1.1289], [1.9134, 0.8602, 0.9984], [2.2137, -0.5045, -0.0961], [0.1071, 2.4892, -0.4656], [0.0605, 1.5171, -2.0511], [-1.4357, 0.9501, 0.5812], [-2.7427, -0.1937, -1.3787], [-1.7653, -1.4138, -0.5468], [-1.1779, -0.7174, -2.0502]], "forces_ev_per_a": [[0.0, 0.0, 0.1], [0.3, 0.0, 0.2], [0.1, -0.4, -0.4], [0.0, 0.1, -0.4], [-0.2, -0.2, 0.1], [-0.2, 0.0, 0.0], [-0.1, 0.1, 0.0], [0.0, -0.1, -0.1], [0.1, 0.2, 0.0], [0.0, 0.0, 0.1], [0.3, 0.1, 0.3], [0.1, -0.3, -0.1], [-0.1, 0.4, -0.1], [0.0, -0.3, -0.1], [-0.1, 0.1, 0.0], [-0.1, 0.1, 0.0], [-0.1, 0.2, 0.2]], "nbo_charge": [-0.613, -0.197, -0.444, -0.228, -0.061, -0.611, 0.214, 0.204, 0.210, 0.170, 0.189, 0.178, 0.185, 0.179, 0.203, 0.207, 0.216]}


(2)
{"formula": "C5H11N", "method": "the ωB97M-V functional and the def2-TZVPD basis", "total_energy_ha": -251.57450, "fmax_ev_per_a": 3.07, "species": ["C", "C", "C", "C", "C", "N", "H", "H", "H", "H", "H", "H", "H", "H", "H", "H", "H"], "xyz": [[-1.5324, -1.5686, 0.1061], [2.0389, -0.3767, 0.1537], [1.0120, 0.5550, 0.2095], [0.6183, 1.2563, 1.3491], [0.3745, 0.9386, -1.1142], [-2.4223, -0.7484, -0.6927], [-1.8378, -1.8623, 1.1219], [-1.0354, -0.5878, 0.1665], [2.1691, -0.9894, 1.0401], [2.5016, -0.6725, -0.7754], [0.0980, 2.1941, 1.2527], [1.3349, 1.1280, 2.1518], [1.1666, 1.4039, -1.7093], [-0.4864, 1.5878, -0.9530], [-0.0491, 0.1569, -1.7481], [-2.8274, -0.0358, -0.0827], [-1.1230, -2.3792, -0.4760]], "forces_ev_per_a": [[-2.8, 1.3, -0.5], [-0.9, 0.1, 0.9], [0.3, -0.2, -1.3], [1.2, -1.0, -0.6], [0.0, 0.4, -0.3], [-0.2, -1.3, 0.0], [0.1, 0.1, -0.2], [2.2, 0.4, 1.0], [0.7, 0.2, 0.0], [-0.2, -0.1, -0.1], [-0.5, -0.1, 0.1], [-0.6, 0.1, 0.6], [-0.4, 0.3, -0.1], [0.3, 0.5, 0.0], [0.4, -0.5, 0.4], [-0.2, -0.2, 0.1], [0.6, 0.1, 0.0]], "nbo_charge": [-0.427, -0.414, -0.070, -0.334, -0.667, -0.541, 0.198, 0.275, 0.193, 0.198, 0.202, 0.198, 0.229, 0.213, 0.235, 0.306, 0.207]}


(3)
{"formula": "C5H11N", "method": "the ωB97M-V functional and the def2-TZVPD basis", "total_energy_ha": -251.77429, "fmax_ev_per_a": 1.47, "species": ["C", "C", "N", "C", "C", "C", "H", "H", "H", "H", "H", "H", "H", "H", "H", "H", "H"], "xyz": [[1.7008, -0.3157, -1.4035], [1.1150, -0.1667, -0.0177], [0.3484, 1.0404, 0.1943], [-0.9188, 1.2384, -0.4833], [-0.8478, 0.7518, 0.9399], [-1.2716, -0.8203, 1.2471], [2.0395, -1.3477, -1.5339], [0.9395, -0.1120, -2.1662], [2.5414, 0.3605, -1.5833], [0.4142, -0.9729, 0.2368], [1.8769, -0.1887, 0.7722], [-1.0751, 2.2626, -0.8394], [-1.3210, 0.4974, -1.1746], [-1.0301, 1.4015, 1.8095], [-2.3001, -0.8903, 0.9091], [-1.1930, -0.9439, 2.3278], [-0.8529, -1.7941, 0.8803]], "forces_ev_per_a": [[0.0, 0.0, -0.1], [0.1, -0.4, 0.0], [0.2, 0.1, 0.2], [-0.1, -0.3, 0.0], [-0.4, -1.3, 0.3], [-0.6, 1.1, 0.3], [0.1, 0.1, -0.1], [0.1, -0.1, 0.1], [-0.1, -0.1, 0.1], [1.2, -0.1, -0.9], [0.1, 0.0, -0.3], [-0.2, -0.3, 0.6], [0.3, -0.1, 0.0], [-0.2, -0.4, -0.5], [-0.4, 0.1, 0.4], [-0.4, 0.1, 0.1], [0.2, 1.4, -0.2]], "nbo_charge": [-0.617, -0.234, -0.403, -0.277, -0.051, -0.678, 0.210, 0.205, 0.210, 0.187, 0.192, 0.208, 0.182, 0.204, 0.220, 0.218, 0.225]}


(4)
{"formula": "C5H11N", "method": "the ωB97M-V functional and the def2-TZVPD basis", "total_energy_ha": -251.84481, "fmax_ev_per_a": 2.06, "species": ["C", "C", "C", "C", "C", "N", "H", "H", "H", "H", "H", "H", "H", "H", "H", "H", "H"], "xyz": [[-1.2119, -1.3853, 0.9100], [0.0966, -0.8815, 0.2429], [0.7119, 0.3818, 0.8830], [0.9927, 1.3743, -0.2445], [0.0191, 0.9189, -1.3744], [-0.1267, -0.5323, -1.1697], [-0.8978, -1.7624, 1.8800], [-1.5465, -2.2172, 0.2914], [-1.9570, -0.5953, 0.8884], [0.8024, -1.7055, 0.3381], [0.1667, 0.7919, 1.7360], [1.6782, 0.1548, 1.3449], [0.9050, 2.4461, -0.1022], [1.9850, 1.1487, -0.6370], [0.3868, 1.1163, -2.3792], [-0.9141, 1.4563, -1.1790], [-1.0903, -0.7095, -1.4288]], "forces_ev_per_a": [[1.5, 0.1, -0.9], [-0.8, 0.5, 0.3], [0.9, 0.3, 0.8], [-0.2, -1.0, -1.8], [0.5, 0.2, 1.3], [-0.3, 0.4, -0.4], [-0.7, 0.1, 0.3], [-0.3, -0.1, 0.2], [-0.2, 0.0, 0.5], [0.2, 0.0, -0.3], [-0.6, 0.0, -0.3], [-0.1, -0.3, 0.0], [0.0, 0.0, 0.5], [0.2, 0.3, 0.2], [0.0, 0.2, 0.0], [-0.2, 0.0, -0.4], [0.1, -0.6, 0.1]], "nbo_charge": [-0.616, -0.039, -0.429, -0.411, -0.215, -0.628, 0.213, 0.206, 0.202, 0.177, 0.207, 0.212, 0.215, 0.198, 0.195, 0.158, 0.353]}


(5)
{"formula": "C5H11N", "method": "the ωB97M-V functional and the def2-TZVPD basis", "total_energy_ha": -251.60498, "fmax_ev_per_a": 3.37, "species": ["C", "C", "C", "C", "C", "N", "H", "H", "H", "H", "H", "H", "H", "H", "H", "H", "H"], "xyz": [[-2.0691, -0.0895, -0.6045], [-1.0879, 0.1334, 0.5641], [0.0926, 1.0404, 0.2663], [0.8576, 0.4415, -0.8966], [1.7229, -1.1792, 0.8752], [1.6367, -0.7122, -0.6077], [-2.4893, 0.8275, -1.0156], [-2.8675, -0.7375, -0.2907], [-1.4993, -0.5701, -1.3945], [-0.6247, -0.8268, 0.7297], [-1.6434, 0.4153, 1.4531], [0.8146, 1.0304, 1.1802], [-0.2193, 2.1411, 0.1233], [0.8767, 0.7265, -1.9376], [2.1062, 0.3712, -0.3802], [1.7249, -2.2963, 0.8516], [2.6684, -0.7157, 1.0837]], "forces_ev_per_a": [[1.0, 0.6, 0.1], [-0.7, -0.5, -0.7], [0.6, 2.5, 1.2], [1.6, -1.7, 2.4], [-0.9, -0.1, -2.4], [-1.8, 0.4, 0.6], [-0.1, 0.1, 0.1], [-0.3, -0.3, 0.0], [-0.2, -0.2, -0.4], [0.0, -0.4, 0.6], [0.3, 0.3, 0.2], [-1.5, 0.1, -1.7], [0.5, -1.7, -0.1], [-0.2, 0.2, -0.1], [0.4, -0.2, -0.8], [0.9, 0.9, -0.3], [0.6, 0.0, 1.3]], "mulliken_charge": [-1.177, -0.336, -0.392, -0.441, -0.936, -0.235, 0.291, 0.371, 0.334, 0.188, 0.401, 0.338, 0.339, 0.451, 0.274, 0.188, 0.342]}


(6)
{"formula": "C5H11N", "method": "the ωB97M-V functional and the def2-TZVPD basis", "total_energy_ha": -251.81401, "fmax_ev_per_a": 0.28, "species": ["C", "C", "N", "C", "C", "C", "H", "H", "H", "H", "H", "H", "H", "H", "H", "H", "H"], "xyz": [[-2.0506, 0.5262, -1.0670], [-1.0133, 0.6445, 0.0509], [-0.4208, -0.6455, 0.3759], [0.5289, -1.2850, -0.5144], [0.9637, -0.7410, 0.8001], [1.9033, 0.4412, 0.8384], [-2.8793, 1.2165, -0.8997], [-1.6278, 0.7608, -2.0479], [-2.4772, -0.4783, -1.1127], [-0.2689, 1.4061, -0.2340], [-1.4984, 0.9972, 0.9709], [0.3955, -2.3590, -0.6549], [0.8603, -0.7394, -1.4014], [1.1087, -1.4397, 1.6252], [2.9333, 0.0789, 0.9015], [1.7202, 1.0806, 1.7078], [1.8370, 1.0566, -0.0625]], "forces_ev_per_a": [[-0.1, 0.0, -0.1], [0.0, 0.1, 0.0], [-0.2, 0.0, 0.1], [0.0, -0.1, -0.2], [0.2, -0.1, 0.1], [0.0, 0.1, 0.0], [0.1, 0.0, 0.0], [0.0, -0.1, 0.1], [0.1, 0.0, 0.1], [-0.1, -0.1, 0.1], [0.1, -0.1, -0.2], [0.0, 0.3, 0.0], [0.0, -0.1, 0.2], [0.0, 0.1, -0.2], [-0.1, 0.0, 0.0], [0.0, -0.1, -0.1], [0.0, -0.1, 0.1]], "nbo_charge": [-0.620, -0.221, -0.406, -0.263, -0.068, -0.632, 0.212, 0.203, 0.218, 0.166, 0.195, 0.200, 0.183, 0.193, 0.220, 0.212, 0.207]}


(7)
{"formula": "C5H11N", "method": "the ωB97M-V functional and the def2-TZVPD basis", "total_energy_ha": -251.80888, "fmax_ev_per_a": 0.30, "species": ["C", "N", "C", "C", "C", "C", "H", "H", "H", "H", "H", "H", "H", "H", "H", "H", "H"], "xyz": [[-0.4633, 0.8169, -1.6956], [-0.8009, 0.6830, -0.2983], [-0.2298, 1.2502, 0.9044], [0.0152, -0.1729, 0.5238], [-0.8056, -1.3483, 0.9976], [1.4403, -0.4721, 0.0878], [0.4480, 1.3783, -1.9447], [-0.3332, -0.2112, -2.0593], [-1.3135, 1.2392, -2.2387], [-0.9459, 1.5046, 1.6863], [0.6429, 1.9101, 0.8745], [-0.4171, -1.8669, 1.8775], [-0.8509, -2.0625, 0.1624], [-1.8281, -1.0045, 1.1772], [2.0271, -0.8365, 0.9377], [1.4770, -1.2346, -0.6996], [1.9379, 0.4273, -0.2929]], "forces_ev_per_a": [[0.1, 0.1, -0.2], [-0.1, -0.1, -0.2], [0.0, 0.2, 0.1], [0.0, -0.2, 0.1], [0.0, -0.1, 0.1], [0.0, 0.0, 0.0], [-0.1, 0.0, 0.2], [0.0, 0.3, -0.1], [0.2, 0.1, 0.1], [0.0, 0.0, -0.2], [-0.2, -0.1, -0.2], [0.0, 0.1, 0.0], [0.0, 0.0, 0.2], [0.2, -0.1, 0.1], [-0.1, 0.0, -0.1], [0.0, 0.0, 0.1], [-0.1, -0.2, 0.1]], "nbo_charge": [-0.411, -0.427, -0.237, 0.085, -0.606, -0.630, 0.174, 0.195, 0.204, 0.198, 0.185, 0.204, 0.205, 0.225, 0.220, 0.207, 0.211]}


(8)
{"formula": "C5H11N", "method": "the ωB97M-V functional and the def2-TZVPD basis", "total_energy_ha": -251.71245, "fmax_ev_per_a": 1.97, "species": ["C", "C", "C", "N", "C", "C", "H", "H", "H", "H", "H", "H", "H", "H", "H", "H", "H"], "xyz": [[-0.9306, 1.4961, -0.0850], [0.2946, 0.5147, 0.3485], [1.5562, 0.8960, -0.4179], [-0.0315, -0.7928, -0.1148], [-1.3021, -1.2514, -0.0738], [0.3525, -2.0388, 0.3239], [-1.9483, 1.2490, -0.5268], [-1.2187, 2.1294, 0.7395], [-0.5313, 2.1322, -0.8686], [0.5993, 0.4092, 1.4331], [2.3877, 0.1896, -0.2661], [1.8375, 1.9031, -0.1241], [1.2891, 0.8511, -1.4739], [-1.9529, -0.8740, 0.7400], [-1.7317, -1.7640, -0.9083], [0.1220, -2.4741, 1.2793], [1.2693, -2.4945, -0.0783]], "forces_ev_per_a": [[0.4, 0.3, 0.2], [-0.2, 0.3, -0.2], [-0.2, 0.3, 0.0], [-0.2, 0.2, -0.3], [0.2, -1.6, 0.5], [-0.3, -0.3, 0.0], [1.5, -1.1, 0.7], [0.2, 0.4, 0.4], [0.2, 0.3, 0.0], [-1.0, 0.8, -0.7], [-0.3, 0.3, 0.2], [0.4, 0.1, -0.2], [0.2, 0.2, -0.1], [0.2, -0.6, -0.3], [-0.2, 0.0, -0.4], [-0.1, 0.7, 0.9], [-0.8, -0.2, -0.7]], "nbo_charge": [-0.655, -0.030, -0.604, -0.475, -0.142, -0.275, 0.236, 0.217, 0.213, 0.188, 0.215, 0.205, 0.209, 0.167, 0.193, 0.159, 0.179]}


(9)
{"formula": "C5H11N", "method": "the ωB97M-V functional and the def2-TZVPD basis", "total_energy_ha": -251.82403, "fmax_ev_per_a": 1.69, "species": ["C", "C", "C", "C", "C", "N", "H", "H", "H", "H", "H", "H", "H", "H", "H", "H", "H"], "xyz": [[0.2575, 1.8627, -0.7613], [0.5851, 0.6955, 0.1647], [0.3756, -0.7203, -0.3733], [-0.2371, -1.0454, -1.7122], [-0.4716, -0.1795, 0.7757], [-0.2953, -0.6993, 2.0843], [0.2195, 2.8233, -0.2269], [-0.7652, 1.6375, -1.1787], [0.9773, 2.0236, -1.5924], [1.5446, 0.8497, 0.7021], [1.1502, -1.4030, -0.0348], [0.5138, -0.9970, -2.5546], [-0.7866, -2.0179, -1.8246], [-1.0415, -0.3013, -1.9517], [-1.4553, 0.1395, 0.5148], [-0.8393, -1.5424, 2.2602], [-0.5077, 0.0051, 2.7347]], "forces_ev_per_a": [[-1.2, -0.1, 0.0], [1.4, 0.2, -0.8], [-0.3, -0.2, 0.8], [-0.7, 0.5, -1.4], [0.9, 0.0, -0.9], [0.6, -1.1, -0.4], [-0.2, -0.3, 0.0], [1.0, 0.7, 0.1], [-0.4, -0.5, 0.5], [-0.8, -0.4, -0.1], [-0.2, 0.0, 0.0], [-0.7, 0.0, 0.9], [0.8, 0.6, 0.6], [0.8, -0.5, 0.1], [-0.8, 0.1, -0.4], [0.1, 0.4, -0.1], [-0.4, 0.7, 1.2]], "nbo_charge": [-0.610, -0.224, -0.238, -0.617, -0.065, -0.828, 0.210, 0.201, 0.213, 0.218, 0.219, 0.211, 0.216, 0.203, 0.169, 0.363, 0.357]}


(10)
{"formula": "C5H11N", "method": "the ωB97M-V functional and the def2-TZVPD basis", "total_energy_ha": -251.75787, "fmax_ev_per_a": 4.88, "species": ["C", "C", "C", "C", "C", "N", "H", "H", "H", "H", "H", "H", "H", "H", "H", "H", "H"], "xyz": [[-2.6043, 0.5494, -0.2118], [-1.8417, -0.7518, 0.1403], [-0.3145, -0.5466, 0.0784], [0.3552, 0.6275, -0.0431], [1.7897, 0.3798, 0.5041], [2.6804, -0.2440, -0.4135], [-2.6645, 1.2395, 0.5910], [-2.5921, 0.9023, -1.2793], [-3.6958, 0.1163, -0.1612], [-2.0572, -0.9934, 1.2626], [-2.2037, -1.5870, -0.3394], [0.3961, -1.3412, -0.2326], [0.0142, 1.5872, -0.4233], [1.7324, -0.0226, 1.4694], [2.2425, 1.4292, 0.6900], [3.3923, -0.9221, -0.1288], [2.3665, -0.2494, -1.3612]], "forces_ev_per_a": [[-3.6, -3.1, -1.0], [2.1, 2.7, 2.7], [-0.9, 0.8, -2.0], [0.4, -2.2, 0.8], [0.9, 4.5, -1.6], [0.8, -1.2, -0.1], [0.7, 1.2, 0.3], [0.7, 0.0, 1.3], [1.4, 1.0, -0.2], [0.3, 0.5, -1.7], [-0.6, -1.8, -1.6], [-0.7, -0.4, 1.6], [-0.2, 0.0, 0.9], [0.0, -1.2, 1.1], [-0.9, -1.0, 0.1], [-0.9, 0.6, -0.3], [0.2, -0.3, -0.2]], "nbo_charge": [-0.629, -0.433, -0.175, -0.240, -0.231, -0.885, 0.221, 0.221, 0.203, 0.210, 0.209, 0.209, 0.213, 0.191, 0.156, 0.383, 0.376]}


Repeat the first record exactly.
{"formula": "C5H11N", "method": "the ωB97M-V functional and the def2-TZVPD basis", "total_energy_ha": -251.80124, "fmax_ev_per_a": 0.54, "species": ["C", "C", "N", "C", "C", "C", "H", "H", "H", "H", "H", "H", "H", "H", "H", "H", "H"], "xyz": [[1.0079, -1.0317, 1.5897], [1.4596, -0.0266, 0.5380], [0.4209, 0.3168, -0.3766], [-0.0207, 1.5224, -0.9681], [-0.9705, 0.5520, -0.3282], [-1.7247, -0.4854, -1.1263], [1.8801, -1.4832, 2.0707], [0.3966, -0.5653, 2.3677], [0.4311, -1.8416, 1.1289], [1.9134, 0.8602, 0.9984], [2.2137, -0.5045, -0.0961], [0.1071, 2.4892, -0.4656], [0.0605, 1.5171, -2.0511], [-1.4357, 0.9501, 0.5812], [-2.7427, -0.1937, -1.3787], [-1.7653, -1.4138, -0.5468], [-1.1779, -0.7174, -2.0502]], "forces_ev_per_a": [[0.0, 0.0, 0.1], [0.3, 0.0, 0.2], [0.1, -0.4, -0.4], [0.0, 0.1, -0.4], [-0.2, -0.2, 0.1], [-0.2, 0.0, 0.0], [-0.1, 0.1, 0.0], [0.0, -0.1, -0.1], [0.1, 0.2, 0.0], [0.0, 0.0, 0.1], [0.3, 0.1, 0.3], [0.1, -0.3, -0.1], [-0.1, 0.4, -0.1], [0.0, -0.3, -0.1], [-0.1, 0.1, 0.0], [-0.1, 0.1, 0.0], [-0.1, 0.2, 0.2]], "nbo_charge": [-0.613, -0.197, -0.444, -0.228, -0.061, -0.611, 0.214, 0.204, 0.210, 0.170, 0.189, 0.178, 0.185, 0.179, 0.203, 0.207, 0.216]}